# 1
C17H23FeGeN3O3S | the ωB97M-V functional and the def2-TZVPD basis

Last column: Löwdin spin population.
Geometry (Å):
Ge -1.420 0.903 0.783  0.00
Fe 1.888 -0.919 0.484  3.72
S 4.173 -1.295 -0.182  0.07
O -0.642 -0.843 0.466  0.04
O 0.556 -2.662 0.498  0.04
O 0.639 -0.338 2.692  0.02
N 5.239 -2.308 -2.352  0.01
N 1.729 -1.674 -1.854  0.04
N 2.959 -2.023 -2.435  0.01
C -0.048 -1.792 1.125  0.00
C -2.850 0.754 -0.597  0.00
C 2.026 3.229 -0.399  0.00
C -4.071 0.182 -0.271  0.00
C 4.118 -1.923 -1.764  0.02
C -2.596 1.179 -1.895  0.00
C 1.244 2.135 -0.063  0.02
C -3.566 1.024 -2.874  0.00
C -5.034 0.020 -1.257  0.00
C 1.476 4.502 -0.389  0.00
C -1.194 -1.854 3.423  0.00
C -0.086 2.303 0.295  0.00
C 0.102 -1.681 2.646  0.00
C -4.785 0.454 -2.547  0.00
C -0.631 3.587 0.289  0.00
C 0.148 4.683 -0.037  0.00
C 1.164 -2.687 3.094  0.00
H 2.135 -2.442 2.646  0.00
H 2.083 5.352 -0.659  0.00
H 1.702 1.130 -0.092  0.01
H 1.167 -2.510 -1.662  0.00
H 0.829 -0.109 3.614  0.00
H 2.948 -2.463 -3.351  0.00
H -1.960 -1.157 3.092  0.00
H 1.267 -2.696 4.175  0.00
H -1.026 -1.706 4.489  0.00
H -1.560 -2.867 3.271  0.00
H -4.272 -0.149 0.740  0.00
H 1.196 -1.080 -2.488  0.00
H -1.646 1.639 -2.142  0.00
H -1.674 3.722 0.543  0.00
H 5.271 -2.659 -3.299  0.00
H -3.368 1.350 -3.884  0.00
H -1.864 0.899 2.244  0.00
H 3.060 3.087 -0.677  0.00
H -5.981 -0.434 -1.011  0.00
H -0.287 5.670 -0.034  0.00
H -5.556 0.367 -3.299  0.00
H 0.882 -3.682 2.764  0.00
H 6.118 -2.220 -1.864  0.00

## Properties
DFT total energy: -130338.379 eV
charge: +2
2S+1: 5
⟨S²⟩: 6.009
LUMO energy (spin up / spin down): -0.227 / -0.285 Ha

---

# 2
C17H23GeMnN2O5 | the ωB97M-V functional and the def2-TZVPD basis

Last column: Löwdin spin population.
Geometry (Å):
Ge 0.449 -0.593 -2.614  -0.02
Mn 0.529 -0.166 0.908  4.21
O 0.413 -2.712 0.162  0.02
O 0.151 -1.428 2.502  0.05
O 2.453 -1.029 0.840  0.02
O -0.949 -3.181 3.366  0.01
O 3.766 -2.730 1.395  0.00
N -1.119 0.831 0.859  -0.12
N 0.566 1.265 2.904  0.03
C 0.084 0.474 -1.039  -0.18
C -0.978 -1.887 -2.894  0.00
C -1.945 4.357 1.577  0.00
C -0.362 2.311 2.575  -0.01
C -1.876 3.150 0.892  -0.02
C 2.624 -2.230 0.961  0.01
C -1.247 4.538 2.764  -0.02
C 2.150 -1.551 -2.554  0.00
C 1.617 -3.286 0.578  0.00
C -0.438 3.517 3.251  0.00
C -1.366 0.726 -0.583  0.00
C -0.695 -3.064 1.013  0.00
C -2.412 2.963 -0.463  0.00
C -0.499 -2.540 2.435  0.01
C -2.118 1.881 -1.173  -0.01
C -1.135 2.098 1.435  0.01
C 0.527 0.635 -4.126  -0.02
H -2.424 1.810 -2.211  0.00
H 0.474 0.086 -5.068  0.00
H -1.305 5.479 3.294  0.00
H 2.488 -1.767 -3.569  0.00
H -2.969 3.780 -0.906  0.00
H -1.957 -1.406 -2.933  0.00
H -1.572 -2.596 0.562  0.00
H 0.570 1.454 -1.118  0.00
H -0.825 -2.408 -3.841  0.00
H -1.964 -0.181 -0.746  0.00
H -0.297 1.348 -4.094  0.00
H 4.359 -1.989 1.591  0.00
H -2.526 5.169 1.157  0.00
H -0.983 -2.625 -2.092  0.00
H 2.081 -3.842 -0.243  0.00
H 1.504 -3.983 1.413  0.00
H 0.124 0.461 3.352  0.00
H 1.293 1.608 3.517  0.00
H 1.462 1.196 -4.109  0.00
H -0.833 -4.146 1.022  0.00
H 0.148 3.664 4.152  0.00
H 2.922 -0.959 -2.060  0.00
H 2.040 -2.501 -2.036  0.00

## Properties
DFT total energy: -119056.487 eV
2S+1: 5
⟨S²⟩: 6.327
LUMO energy (spin up / spin down): -0.013 / 0.003 Ha

---

# 3
C17H23N3O3 | the ωB97M-V functional and the def2-TZVPD basis

Last column: Mulliken charge in e.
Geometry (Å):
O 0.973 2.766 1.265  -0.68
O 1.052 -1.780 2.577  -0.50
O 1.072 0.366 3.138  -0.55
N 2.065 0.922 0.479  -0.09
N 1.817 2.545 -1.998  -0.79
N -3.164 1.486 0.490  0.02
C 0.713 2.457 -1.012  0.32
C -2.203 -0.119 -0.706  0.70
C -3.106 -2.298 -1.114  -0.93
C -2.038 2.050 -0.068  -0.89
C -3.304 0.136 0.197  -0.66
C 1.266 2.033 0.343  -0.01
C -2.146 -1.316 -1.444  0.01
C 1.198 -0.672 2.221  0.33
C 4.040 -2.211 -1.652  -1.40
C -0.275 1.486 -1.697  -0.81
C -4.209 -0.849 0.576  -0.91
C 1.390 -0.345 0.781  1.49
C -4.010 -2.097 -0.088  -0.39
C 1.366 -2.708 -0.237  -1.73
C 2.231 -1.523 0.157  0.17
C 3.077 -1.129 -1.122  -0.38
C -1.430 1.108 -0.835  1.08
H 3.734 -0.294 -0.893  0.39
H 2.357 -0.757 -1.850  0.09
H 0.624 -2.430 -0.942  0.39
H 0.215 3.390 -0.950  0.67
H 4.718 -2.425 -0.781  0.29
H 3.577 -3.110 -1.995  0.34
H -3.682 1.928 1.211  0.21
H 1.284 1.233 2.760  0.38
H 2.364 3.356 -1.748  0.31
H 3.038 -1.857 0.802  0.46
H -5.046 -0.704 1.256  0.40
H 0.371 -0.286 0.307  -1.21
H 1.934 -3.496 -0.698  0.50
H -3.114 -3.180 -1.740  0.39
H 2.425 1.778 -1.849  0.27
H 4.637 -1.821 -2.480  0.42
H 0.300 0.565 -2.061  -0.34
H -4.715 -2.893 0.079  0.36
H -0.670 1.920 -2.632  0.58
H -1.724 3.064 0.183  0.38
H 2.800 1.109 1.213  0.44
H 0.852 -3.129 0.622  0.37
H -1.436 -1.454 -2.255  0.51

## Properties
DFT total energy: -28614.903 eV
2S+1: 1
SMILES: CC[C@H](C)[C@H](NC(=O)[C@@H](N)Cc1c[nH]c2ccccc12)C(=O)O
LUMO energy: 0.023 Ha

---

# 4
C17H23N3O4S2 | the ωB97M-V functional and the def2-TZVPD basis

Last column: Mulliken charge in e.
Geometry (Å):
S 0.227 3.915 -0.015  -0.19
S -2.921 -0.603 2.115  -0.24
O 1.341 -2.963 -0.611  -0.27
O -2.064 2.094 1.074  -0.52
O -2.130 -2.203 -2.457  -0.71
O -0.511 1.978 2.644  -0.17
N 0.000 0.193 -1.128  0.46
N -1.521 2.466 2.398  0.32
N -1.147 -3.086 2.095  -0.56
C 3.601 -3.519 -0.284  -0.58
C -0.195 -1.081 -0.753  0.01
C -1.735 -0.303 0.878  1.25
C -1.258 4.961 0.017  -0.33
C -1.084 -1.378 0.263  0.61
C -1.206 5.852 1.272  -1.11
C 4.200 -0.943 0.551  -0.76
C 4.886 -3.186 0.106  -0.39
C -3.050 -1.219 -2.520  -0.50
C 2.601 -2.557 -0.254  0.40
C 0.611 -2.114 -1.488  -1.93
C -0.252 2.605 -1.160  -1.01
C -1.354 -2.802 0.665  -1.61
C 2.907 -1.269 0.167  -0.05
C -0.594 1.271 -0.559  0.29
C -1.449 1.027 0.466  0.11
C 5.199 -1.903 0.532  -0.54
H 5.652 -3.950 0.098  0.37
H -4.112 -1.552 -2.458  0.26
H -1.065 2.923 -1.814  0.45
H -0.138 -2.727 -1.997  0.40
H 0.640 0.362 -1.892  0.35
H -1.344 6.894 0.995  0.33
H -2.393 -3.019 0.407  0.45
H 2.150 -0.497 0.216  0.53
H -3.263 0.661 2.367  0.21
H -2.129 4.311 0.031  0.24
H -2.018 -3.256 2.571  0.33
H -1.990 5.548 1.961  0.28
H 0.618 2.447 -1.800  0.30
H -0.752 -3.495 0.092  0.50
H -2.985 -0.442 -1.692  -0.05
H 4.393 0.067 0.888  0.39
H 6.195 -1.635 0.857  0.39
H -1.279 5.551 -0.897  0.49
H -0.247 5.739 1.777  0.31
H -3.029 -0.596 -3.448  0.23
H -0.644 -2.356 2.576  0.29
H 1.258 -1.682 -2.255  0.52
H 3.382 -4.529 -0.599  0.44

## Properties
DFT total energy: -52326.725 eV
2S+1: 1
LUMO energy: -0.035 Ha

---

> Look up the 2S+1 of the second one.

5

---

> Number 1 is which compound?

C17H23FeGeN3O3S

---

> Which formula does entry 1 have?

C17H23FeGeN3O3S